{
  "formula": "C12H28F3N4O4Pt",
  "method": "ωB97M-V with the def2-TZVPD basis set",
  "elements": ["Pt", "F", "F", "F", "C", "O", "N", "C", "C", "H", "H", "H", "H", "H", "H", "H", "C", "O", "N", "C", "C", "H", "H", "H", "H", "H", "H", "H", "C", "O", "N", "C", "C", "H", "H", "H", "H", "H", "H", "H", "C", "O", "N", "C", "C", "H", "H", "H", "H", "H", "H", "H"],
  "xyz": [[-0.6301, 0.6353, 0.4027], [-0.0127, 0.1437, 2.4447], [0.7023, 2.2953, -0.1965], [-2.3849, 1.6823, 1.1565], [-1.2661, 1.3651, -2.6237], [-1.4775, 0.6815, -1.6118], [-0.7985, 0.8738, -3.7867], [-0.3874, 1.6832, -4.9268], [-0.5067, -0.5359, -3.9025], [-1.3147, 2.4634, -2.6840], [-1.0051, 1.2448, -5.7107], [0.6476, 1.9038, -5.1878], [-0.7645, 2.7016, -4.8333], [-1.1563, -1.1593, -3.2881], [-0.6809, -1.0036, -4.8715], [0.5612, -0.7312, -3.8049], [1.9368, 4.2220, 2.1427], [2.8412, 5.0563, 2.2174], [0.7708, 4.5203, 2.7867], [-0.2994, 3.5733, 2.9225], [0.6262, 5.6668, 3.6878], [1.9023, 3.2566, 1.6145], [-0.2993, 3.2042, 3.9481], [-0.0515, 2.8127, 2.1823], [-1.3173, 3.9356, 2.7789], [1.3872, 6.4353, 3.5521], [-0.3491, 6.1172, 3.5031], [0.6645, 5.3875, 4.7407], [1.9606, -1.0954, -0.3582], [0.7363, -0.8795, -0.2718], [2.3689, -2.1773, -0.9981], [3.7633, -2.4750, -1.0264], [1.5170, -3.1011, -1.6755], [2.7442, -0.5149, 0.1529], [4.1515, -2.6013, -2.0370], [3.9194, -3.4282, -0.5213], [4.3824, -1.7081, -0.5609], [1.5257, -3.0408, -2.7638], [1.7370, -4.1600, -1.5401], [0.4565, -3.0001, -1.4446], [-2.3910, -2.2792, 0.5798], [-1.8894, -1.1454, 0.7065], [-2.1922, -3.2424, 1.4793], [-2.7451, -4.6250, 1.4609], [-1.5067, -2.8899, 2.7677], [-3.0604, -2.6803, -0.1969], [-3.4614, -4.6729, 2.2810], [-2.0012, -5.4189, 1.5268], [-3.3111, -4.7639, 0.5398], [-1.5649, -1.8403, 3.0560], [-1.9701, -3.4074, 3.6076], [-0.5073, -3.2843, 2.5840]],
  "atomic_forces_ev_per_a": [[-0.28, 1.95, 2.13], [0.26, -0.03, -0.15], [0.04, -0.23, -0.02], [0.30, 0.05, -0.27], [0.67, -0.03, 1.68], [-0.53, 0.84, -2.91], [0.92, -0.86, -0.73], [-1.99, 0.74, 0.07], [0.08, -0.90, -0.39], [-0.33, -0.07, 0.51], [0.75, 0.21, -0.83], [0.38, -1.15, 0.35], [-0.38, 0.03, 0.42], [0.49, 0.41, 0.75], [-0.45, 0.87, -0.75], [0.08, -0.08, 0.86], [-0.85, 1.86, 1.29], [0.70, -0.99, -0.72], [-0.41, 0.81, 0.66], [0.38, -0.89, -0.21], [0.37, 0.14, -0.68], [0.20, 0.22, -0.19], [0.12, -0.56, 0.06], [-0.73, -0.51, 0.34], [0.21, 0.43, -0.58], [0.06, -0.26, -0.32], [-0.10, 0.02, 0.01], [-0.03, -0.39, 0.13], [-3.46, 0.76, 1.08], [2.71, -0.61, -0.72], [1.35, -0.78, -0.74], [0.88, -0.68, -0.15], [-1.43, -0.70, -0.85], [-0.33, 0.15, -0.24], [-0.14, 0.06, -0.27], [0.29, -0.08, 0.18], [-0.32, 0.02, 0.16], [0.43, 0.64, -0.29], [0.56, 0.03, 0.76], [0.22, 0.45, 0.51], [0.98, 1.84, 0.44], [-2.32, -3.37, -0.66], [0.10, -1.21, 2.46], [-0.47, 1.79, -0.49], [-0.15, -0.69, -0.87], [0.09, 0.70, -0.65], [0.09, -0.41, 0.11], [0.22, 0.27, 0.15], [0.05, -0.02, -0.12], [0.50, 0.19, -0.88], [-0.13, -0.53, -0.22], [0.35, 0.57, 0.80]],
  "mulliken_charge": [2.8358, -0.8465, -0.8317, -0.8538, 0.1753, -0.9209, 0.2007, -1.0122, -1.0711, 0.2871, 0.3873, 0.2953, 0.3155, 0.2711, 0.4418, 0.3164, 0.3041, -0.6959, 0.1159, -0.3644, -0.9880, 0.2154, 0.2896, -0.0725, 0.2665, 0.3066, 0.3066, 0.3258, 0.3141, -1.3496, 0.2868, -1.0109, -0.9723, 0.2712, 0.3289, 0.3333, 0.2948, 0.3049, 0.3775, 0.2137, 0.1075, -0.9171, 0.1858, -0.9035, -0.9886, 0.2686, 0.3551, 0.2741, 0.2881, 0.3256, 0.3384, 0.2738],
  "e_lumo_ha": [0.08175, 0.08169],
  "s_squared": 2.006,
  "gap_ev": [4.8, 5.9],
  "total_charge": -1,
  "spin_multiplicity": 3,
  "e_tot_ha": -1412.8293
}